Here is a molecular structure, C4H6FeO3 from OMol25. Energies are from wB97M-V/def2-TZVPD.

XYZ file:
```
14
Properties=species:S:1:pos:R:3:nbo_charge:R:1
C -0.70 -2.93 -0.01 0.18
C -0.12 -2.36 0.88 0.21
H -1.16 -3.45 -0.84 0.34
H 0.29 -1.82 1.72 0.34
H -0.16 -1.23 -0.78 0.53
Fe 0.14 0.67 -3.17 1.78
O 0.26 1.70 -1.53 -0.67
C 0.01 0.75 -0.80 1.02
O -0.05 -0.42 -1.41 -0.78
O 0.02 0.69 0.48 -0.43
C 0.32 1.90 1.23 -0.28
H 0.26 1.60 2.27 0.26
H 1.32 2.24 0.97 0.25
H -0.44 2.66 0.99 0.25
```

Properties
* total charge: +3
* multiplicity: 6
* <S²>: 8.76
* highest occupied orbital energy (alpha / beta): -24.31 / -24.30 eV
* relative energy (zero: lowest compared OMol25 entry of this formula, charge and spin): 38.2 kcal/mol